(1)
Entry from OMol25: the ion C9H9O4P with charge -2 at a distorted geometry (ωB97M-V/def2-TZVPD).

Last column: Löwdin charge in e.
Cartesian coordinates (Å):
C (-2.0313, -1.9572, -0.3206)  -0.15
C (-1.0237, -1.6123, -1.1954)  -0.11
C (-2.2112, -1.1082, 0.8134)  -0.14
C (-0.1094, -0.5136, -0.9657)  -0.23
C (-1.6086, 0.1707, 0.8621)  -0.06
C (-0.5285, 0.5454, 0.0924)  -0.32
C (-0.2721, 3.0328, 0.3299)  -0.05
C (-0.0575, 1.8080, -0.2632)  -0.19
C (0.8931, -0.6558, 0.1870)  -0.43
O (2.9100, 0.0581, -1.5429)  -0.39
O (2.7967, 1.3217, 0.6788)  -0.40
O (3.4026, -1.1683, 0.6336)  -0.19
O (0.8352, -1.5753, 1.1316)  -0.16
P (2.5385, 0.0571, -0.1011)  0.28
H (-2.7946, -2.8475, -0.4379)  0.11
H (-0.8942, -2.2422, -2.1138)  0.09
H (-3.0271, -1.2892, 1.3669)  0.01
H (0.4517, -0.1650, -2.0366)  0.18
H (-2.0374, 0.8757, 1.6128)  0.11
H (0.4223, 3.7625, 0.0961)  -0.02
H (-0.9320, 3.1309, 1.2379)  0.03
H (0.6394, 1.7998, -1.1287)  0.10
H (2.6382, -1.4280, 1.0632)  -0.07

Cartesian forces (eV/Å) of the 3 atoms listed first:
0.65 -0.83 -0.98
-2.04 -2.41 -0.50
2.60 2.98 -1.72

Computed properties:
gap between HOMO and LUMO: 0.2031 Eh
spin multiplicity: 1
energy: -990.61174 a.u.
total charge: -2
HOMO: 0.6 eV
F_max: 4.544 eV Å⁻¹
relative energy (zero: lowest compared OMol25 entry of this formula, charge and spin): 63.3 kcal/mol
lowest unoccupied orbital energy: 6.15 eV

***

(2)
Entry from OMol25: a cluster of 2 separate species, C21H36N2O6P in total at a distorted geometry (ωB97M-V/def2-TZVPD).

Last column: Mulliken spin population.
Cartesian coordinates (Å):
C (1.9784, 5.9099, -1.4754)  0.00
C (1.7170, 4.4143, -1.5677)  0.00
C (1.2336, 3.6724, -0.5095)  0.00
C (1.0081, 2.3240, -0.6608)  0.00
C (1.2736, 1.6429, -1.8339)  0.00
C (0.9978, 0.1517, -1.9541)  0.00
C (-0.1300, -0.3509, -1.0329)  0.00
C (2.2416, -0.7465, -1.7517)  0.00
C (1.7985, 2.3933, -2.8781)  0.00
O (2.1202, 1.7681, -4.0827)  0.00
C (3.4662, 1.3579, -4.2044)  0.00
O (4.2867, 1.8619, -3.1577)  0.00
C (5.5497, 1.3567, -3.1851)  0.00
O (5.8308, 0.1885, -3.3192)  0.00
N (6.5646, 2.3495, -2.9885)  0.00
P (7.1630, 2.2534, -1.3358)  0.00
O (7.6328, 3.7674, -0.8901)  0.00
O (5.9145, 1.7924, -0.3499)  0.00
C (1.9928, 3.7425, -2.7381)  0.00
H (1.7111, 6.4271, -2.3992)  0.00
H (1.4197, 6.2797, -0.6095)  0.00
H (3.0463, 6.0773, -1.2870)  0.00
H (1.0357, 4.1879, 0.4274)  0.00
H (0.6239, 1.8155, 0.2181)  0.00
H (0.6444, -0.0210, -2.9815)  0.00
H (-1.0953, 0.0299, -1.3880)  0.00
H (-0.2101, -1.4438, -1.0319)  0.00
H (-0.0032, -0.0528, 0.0133)  0.00
H (2.9999, -0.5481, -2.5107)  0.00
H (1.9094, -1.7831, -1.9013)  0.00
H (2.6317, -0.6798, -0.7303)  0.00
H (3.8241, 1.7641, -5.1649)  0.00
H (3.5464, 0.2675, -4.2763)  0.00
H (6.1068, 3.2527, -3.1613)  0.00
H (7.3602, 4.4644, -1.5068)  0.00
H (6.2784, 1.0430, 0.1365)  0.00
H (2.3986, 4.2557, -3.6113)  0.00
C (-2.7434, -1.1883, 3.7815)  0.01
C (-3.5460, -1.2853, 2.4601)  0.02
C (-5.0397, -1.4541, 2.7648)  0.02
C (-5.4216, -2.8521, 3.2434)  -0.02
C (-4.8960, -3.9152, 2.2850)  0.02
C (-3.3945, -3.7891, 2.0208)  0.02
N (-3.0067, -2.4035, 1.6223)  0.33
O (-3.3839, -2.2233, 0.3866)  0.60
C (-2.6166, -4.2280, 3.2772)  0.01
C (-2.9871, -4.8083, 0.9553)  -0.01
C (-3.3501, 0.0739, 1.7917)  -0.01
H (-1.7270, -1.5639, 3.6582)  -0.01
H (-2.6508, -0.1544, 4.1137)  0.00
H (-3.2126, -1.7272, 4.6048)  0.00
H (-5.6230, -1.2296, 1.8658)  0.00
H (-5.3434, -0.7206, 3.5157)  0.00
H (-5.0460, -3.0278, 4.2554)  0.00
H (-6.5093, -2.9281, 3.3081)  0.00
H (-5.1177, -4.9069, 2.6866)  0.00
H (-5.4453, -3.8397, 1.3409)  0.00
H (-1.5445, -4.0702, 3.1475)  -0.01
H (-2.7716, -5.2914, 3.4635)  0.00
H (-2.9270, -3.7204, 4.1872)  0.00
H (-3.5480, -4.6904, 0.0292)  0.00
H (-3.1764, -5.8205, 1.3136)  0.00
H (-1.9231, -4.7297, 0.7241)  0.00
H (-2.3030, 0.2531, 1.5372)  0.00
H (-3.6715, 0.8756, 2.4570)  0.00
H (-3.9424, 0.1797, 0.8831)  0.00

Cartesian forces (eV/Å) of the 3 atoms listed first:
0.08 -0.74 0.47
0.21 0.74 -0.31
0.06 0.72 0.12

Computed properties:
gap between HOMO and LUMO (alpha / beta): 0.3322 / 0.3286 Eh
spin multiplicity: 2
energy: -1724.05144 a.u.
HOMO (alpha / beta): -8.7 / -8.8 eV
F_max: 3.792 eV Å⁻¹
lowest unoccupied orbital energy (alpha / beta): 0.36 / 0.17 eV

***

(3)
Entry from OMol25: a structure of composition BrI3Mn (ωB97M-V/def2-TZVPD).

Last column: Mulliken spin population.
Cartesian coordinates (Å):
Mn (-16.8897, 13.9891, 13.5202)  4.85
I (-17.8477, 11.5061, 14.5622)  0.04
I (-15.0715, 13.6463, 11.4703)  0.04
I (-19.1198, 15.1991, 12.4991)  0.04
Br (-15.6645, 15.1725, 15.5787)  0.04

Cartesian forces (eV/Å) of the 3 atoms listed first:
0.20 -0.13 0.56
0.12 0.17 -0.10
0.02 -0.01 0.00

Computed properties:
gap between HOMO and LUMO (alpha / beta): 0.2562 / 0.2592 Eh
spin multiplicity: 6
energy: -4618.37998 a.u.
total charge: -2
HOMO (alpha / beta): -1.9 / -2.0 eV
F_max: 0.612 eV Å⁻¹
relative energy (zero: lowest compared OMol25 entry of this formula, charge and spin): 0.0 kcal/mol
lowest unoccupied orbital energy (alpha / beta): 5.11 / 5.10 eV